Record 1
A cluster of 2 separate species, H3N2O2 in total at a distorted geometry. Source: the OMol25 dataset; level of theory: wB97M-V/def2-TZVPD.

Computed properties:
- Total charge: -1
- Relative energy (zero: lowest compared OMol25 entry of this formula, charge and spin): 151.81 kJ/mol
- Calculated total energy: -7117.8175 eV

```
7
Properties=species:S:1:pos:R:3:forces:R:3:mulliken_charge:R:1
N 0.7040 0.7452 0.5055 0.8 0.6 0.3 -0.653
N -1.2243 -0.0840 -0.4258 -1.0 -1.3 0.6 0.175
O -1.3502 -0.6110 0.6762 0.0 0.1 -1.1 -0.589
O -0.3406 0.9534 -0.4125 1.2 0.6 -0.3 -0.231
H 0.2833 0.0232 1.0661 0.0 -0.3 1.0 0.266
H 1.4533 0.2158 0.0115 -0.8 0.2 -0.7 0.297
H 0.4746 -1.2426 -1.4211 -0.2 0.1 0.2 -0.266
```
Forces are in eV/Å.

---

Record 2
An isolated molecule of H3N2O2P at a distorted geometry. Source: the OMol25 dataset; level of theory: wB97M-V/def2-TZVPD.

Computed properties:
- SMILES: NP[N+](=O)[O-]
- Relative energy (zero: lowest compared OMol25 entry of this formula, charge and spin): 336.47 kJ/mol
- Calculated total energy: -16409.3877 eV

```
8
Properties=species:S:1:pos:R:3:forces:R:3:mulliken_charge:R:1
N 0.4137 -0.0588 0.6941 0.7 -0.3 2.3 -0.407
P -0.8868 0.8894 0.3150 1.3 0.0 -2.1 0.138
N -2.3734 -0.2257 -0.0325 3.0 1.0 0.7 0.787
O -2.3289 -1.4317 -0.0517 -1.4 0.4 -0.3 -0.529
O -3.2501 0.6143 -0.0944 -1.7 -1.3 -0.6 -0.519
H 1.0964 -0.4051 0.0691 0.3 -0.4 -0.8 0.226
H 0.7539 -0.1738 1.6703 -0.8 0.3 -1.1 0.239
H -0.4312 0.8826 -1.1778 -1.2 0.2 1.9 0.066
```
Forces are in eV/Å.

---

Record 3
A cluster of 2 separate species, H3N2O2S in total at a distorted geometry. Source: the OMol25 dataset; level of theory: wB97M-V/def2-TZVPD.

Computed properties:
- Total charge: -1
- Relative energy (zero: lowest compared OMol25 entry of this formula, charge and spin): 435.23 kJ/mol
- Calculated total energy: -17955.2892 eV

```
8
Properties=species:S:1:pos:R:3:forces:R:3:mulliken_charge:R:1
N -1.4254 -1.1423 0.8702 0.4 2.0 0.9 -0.734
N -0.1227 0.7463 -0.1231 -1.7 -1.0 -1.1 -0.344
O 1.7494 -0.4239 -1.3807 -0.3 1.7 0.6 -0.563
O 1.2123 2.1047 -0.6233 0.6 -1.4 -0.3 -0.487
S 1.5249 0.6002 -0.3146 0.5 -0.4 0.0 0.442
H -1.9846 -1.1312 0.0331 0.4 -0.4 -0.7 0.154
H -0.4688 -1.4077 0.7222 0.2 -1.0 -0.8 0.176
H -0.4851 0.6539 0.8161 -0.1 0.5 1.3 0.356
```
Forces are in eV/Å.

---

Record 4
A cluster of 2 separate species, H3N2O4 in total at a distorted geometry. Source: the OMol25 dataset; level of theory: wB97M-V/def2-TZVPD.

Computed properties:
- Total charge: -1
- Relative energy (zero: lowest compared OMol25 entry of this formula, charge and spin): 133.33 kJ/mol
- Calculated total energy: -11213.6932 eV

```
9
Properties=species:S:1:pos:R:3:forces:R:3:mulliken_charge:R:1
N -0.1504 -0.5461 -0.4606 -2.6 -0.7 -1.3 -0.673
N 1.9972 0.2051 -0.0341 -0.3 -1.7 0.3 1.065
O 2.9707 -0.0153 0.6742 0.2 0.9 -0.3 -0.654
O -2.4387 0.6595 0.6884 2.6 0.8 1.1 -0.790
O 0.9623 -0.6997 0.3060 1.1 0.0 0.5 -0.169
O 1.8107 1.0296 -0.8808 0.3 0.2 0.2 -0.576
H -1.4866 0.4472 0.2503 -2.1 -0.7 0.1 0.433
H -0.4462 -1.5447 -0.7545 1.0 1.7 0.7 0.099
H -3.2189 0.4644 0.2110 -0.4 -0.5 -1.3 0.266
```
Forces are in eV/Å.